1.
The following is a DFT calculation (ωB97M-V with the def2-TZVPD basis set) of the molecule CH3BrO2.

Values from the calculation:
DFT total energy: -75219.7749 eV
energy relative to the best compared isomer or geometry (same formula, charge and spin): 300.71 kJ/mol
LUMO level: 0.87 eV
charge: 0

Each line ends with the Löwdin charge.
Element x y z (Å)
O -1.265 -0.824 0.611  -0.058
O 0.133 -0.674 0.597  -0.252
C 0.547 0.219 -0.574  -0.548
Br 0.893 2.005 0.071  0.631
H -1.482 -0.764 1.551  0.102
H 1.458 -0.209 -0.980  0.062
H -0.284 0.248 -1.276  0.063



2.
The following is a DFT calculation (ωB97M-V with the def2-TZVPD basis set) of a structure of composition CH3BrO2P.

Values from the calculation:
DFT total energy: -84512.4666 eV
energy relative to the best compared isomer or geometry (same formula, charge and spin): 364.75 kJ/mol
LUMO level: 3.75 eV
charge: -1

Each line ends with the Löwdin charge.
Element x y z (Å)
C -0.740 -0.090 -0.137  -0.366
O -1.821 0.912 0.284  -0.282
O 1.814 -1.424 0.322  -0.659
P 1.422 -0.651 -0.820  0.253
Br 2.627 1.268 -0.472  -0.060
H -1.283 1.372 1.036  0.080
H -1.441 -0.569 -0.941  0.031
H -0.579 -0.817 0.728  0.002



3.
The following is a DFT calculation (ωB97M-V with the def2-TZVPD basis set) of a structure of composition CH3BrO2S.

Values from the calculation:
DFT total energy: -86054.5781 eV
energy relative to the best compared isomer or geometry (same formula, charge and spin): 298.20 kJ/mol
LUMO level (spin up / spin down): -3.27 / -2.29 eV
charge: 0

Each line ends with the Löwdin charge.
Element x y z (Å)
C 1.046 -0.437 0.203  -0.043
O 0.150 2.045 -0.492  -0.369
O -1.307 0.224 -0.914  -0.632
S -0.388 0.873 0.118  0.782
Br -3.010 -0.943 0.469  0.188
H 1.076 -0.481 1.195  -0.008
H 1.835 -0.017 -0.323  0.043
H 0.597 -1.264 -0.255  0.041



4.
The following is a DFT calculation (ωB97M-V with the def2-TZVPD basis set) of a cluster of 2 separate species, CH3Cl2FSi in total.

Values from the calculation:
DFT total energy: -36724.2306 eV
energy relative to the best compared isomer or geometry (same formula, charge and spin): 644.60 kJ/mol
LUMO level: 0.22 eV
charge: 0

Each line ends with the Löwdin charge.
Element x y z (Å)
F -0.031 -2.991 1.668  -0.110
C -0.328 -1.931 2.439  -0.434
Si 0.179 -0.333 1.993  0.306
Cl 1.223 0.146 0.314  0.241
H -0.815 -2.264 3.425  0.064
H -0.328 0.728 2.866  -0.073
Cl 2.602 -0.190 -3.104  0.131
H 2.212 -0.085 -4.471  -0.125